120
Properties=species:S:1:pos:R:3:forces:R:3 method="wB97M-V/def2-TZVPD" homo_energy_ev="-12.94 / -12.94" gap_ev="9.72 / 3.93" multiplicity=2 de_lowest_kcal_mol=282.7 s_squared=0.76 charge=+1 total_energy_ha=-3056.85176
H 2.346 5.363 2.067 1.2 0.2 -0.8
H 3.543 4.638 1.337 -0.6 1.4 0.0
O 3.145 5.531 1.499 -0.7 -1.1 1.2
H -4.686 -0.226 -4.586 0.2 1.5 0.6
H -4.308 1.203 -3.917 1.4 0.9 -0.5
O -4.905 0.490 -3.943 -1.5 -2.6 -0.2
H 5.136 -3.253 0.202 0.9 0.3 -1.5
H 4.256 -2.801 1.004 -3.5 -0.8 4.6
O 4.678 -2.409 0.326 2.6 0.9 -3.4
H -2.013 4.177 -1.626 -1.1 2.2 -0.8
H -2.745 4.597 -0.521 -0.3 2.0 -1.2
O -2.479 5.054 -1.398 0.6 -4.0 2.5
H -1.410 2.323 6.419 -1.4 0.0 0.6
H -0.869 1.501 5.217 -1.1 -2.1 -1.5
O -0.695 2.142 5.847 2.5 2.0 0.8
H -0.267 -5.165 3.630 -2.5 2.5 0.3
O -0.892 -4.319 3.734 0.1 -2.6 -1.7
H -0.925 0.257 -0.517 4.3 -2.0 2.9
O -1.635 0.475 -0.994 -3.5 0.8 -4.0
H 2.739 -4.620 0.694 1.4 -0.7 1.7
H 3.430 -5.347 1.919 -1.1 -3.1 2.4
O 3.540 -4.716 1.290 0.0 2.1 -4.9
H -1.394 -4.099 -0.361 0.9 2.2 -2.7
H -1.501 -5.392 0.164 0.1 -2.3 -0.1
O -1.766 -4.521 0.358 -1.3 -0.3 2.4
H -0.305 2.931 0.580 0.7 0.6 -1.7
H -1.058 2.463 -0.671 -0.7 -0.7 -0.3
O -0.242 2.933 -0.450 1.0 -0.2 2.5
H 2.785 1.255 0.605 -1.8 -0.4 -1.4
H 4.175 1.518 0.697 -0.6 -0.4 1.1
O 3.399 1.340 1.282 3.2 0.3 0.4
H 0.145 -4.177 0.672 -1.4 -0.5 -0.3
O 0.859 -4.143 1.288 0.9 -0.4 3.4
H 0.047 -5.730 -2.799 1.6 2.0 2.0
H 1.195 -4.660 -2.279 0.9 0.2 -1.0
O 0.426 -5.142 -2.031 -2.6 -2.1 -1.0
H -1.719 -3.249 2.213 0.0 0.9 -0.4
H -2.681 -2.561 1.314 -1.6 -0.2 -1.9
O -2.218 -2.423 2.101 2.8 -0.5 2.4
H -1.862 -1.747 5.570 -1.2 -1.0 1.5
H -0.897 -2.043 4.467 0.7 -1.2 -0.3
O -1.326 -1.348 4.930 1.1 1.7 -0.8
H 1.298 0.930 -1.228 0.7 -0.1 -1.1
H 0.975 1.022 0.164 -2.0 -1.6 3.8
O 1.525 1.447 -0.439 0.5 2.1 -3.5
H -3.517 -2.098 -2.574 0.5 1.3 0.4
H -4.117 -2.845 -1.187 0.6 1.0 -2.4
O -3.997 -2.811 -2.200 -1.1 -2.4 2.1
H 1.153 2.019 2.947 0.3 -0.5 1.1
H 0.613 3.510 3.150 -0.9 0.3 1.3
O 1.138 2.924 2.642 0.3 0.7 -2.5
H -2.422 -1.139 3.405 -1.4 3.2 -0.5
O -2.911 -0.217 3.239 2.5 -1.6 0.9
H 2.097 4.185 -0.376 -0.8 0.8 0.3
H 2.691 5.619 -1.059 -0.5 -2.3 1.3
O 2.787 4.633 -0.850 1.2 1.5 -1.6
H 1.105 -2.980 0.347 -3.2 2.4 -0.4
O 0.237 -2.344 -0.012 3.6 -0.2 -1.7
H -2.881 2.669 1.820 -3.0 -0.8 1.8
H -1.532 2.178 1.505 1.1 -2.2 1.1
O -2.129 2.860 1.346 1.6 2.5 -2.4
H -6.236 -2.281 -1.780 -0.5 0.2 0.5
H -6.926 -1.336 -0.601 0.7 -0.8 -1.3
O -6.210 -1.460 -1.269 -0.2 0.8 0.9
H 0.073 0.229 2.403 0.3 -0.1 -1.9
H 0.146 -0.698 1.076 0.2 0.1 0.5
O 0.387 0.196 1.440 -1.5 -0.9 0.9
H -0.887 1.731 -4.971 3.3 0.1 1.9
H -2.032 2.611 -5.253 -0.1 0.1 -0.1
O -1.720 1.702 -5.321 -3.5 -0.1 -1.1
H 3.557 3.793 2.836 0.0 -0.2 0.1
H 4.429 2.649 2.341 1.2 -2.0 -3.8
O 4.145 3.074 3.067 -0.9 2.3 4.8
H 1.045 0.865 -6.727 0.7 -1.5 -0.1
H -0.100 1.691 -6.331 -1.1 0.1 -0.3
O 0.766 1.757 -6.695 0.7 1.4 -0.1
H -0.651 4.728 -2.446 -0.1 0.1 -0.8
H -0.243 3.348 -2.301 0.9 -0.8 0.1
O -0.662 3.890 -2.949 -0.1 0.7 -0.2
H -4.423 -0.145 -0.340 -0.6 0.3 1.3
H -3.284 0.011 0.525 5.5 -0.7 0.4
O -4.159 0.121 0.586 -5.4 -0.1 -1.3
H -4.662 -3.648 1.489 -0.6 0.0 0.7
H -4.856 -2.045 1.624 -1.2 1.2 1.2
O -4.481 -2.767 1.183 1.0 -1.4 -2.7
H 4.281 -3.540 2.800 0.5 -1.0 0.5
H 2.891 -2.982 3.417 2.8 0.3 -2.0
O 3.671 -2.830 2.737 -3.4 2.1 3.0
H 3.262 4.001 -2.363 -0.4 2.9 5.8
O 3.315 3.577 -3.127 -1.3 -1.5 -8.1
H 3.489 0.717 -3.598 -1.0 -0.1 -0.4
H 2.310 1.495 -3.982 -0.9 3.0 -0.9
O 2.524 0.625 -3.800 2.4 -2.4 1.7
H -3.766 -0.530 3.041 -1.7 -0.2 -0.7
H -1.770 -4.491 3.210 2.5 -0.3 1.7
H 0.671 -2.084 -0.883 -1.0 0.0 1.3
H -1.599 0.042 -1.885 0.1 0.4 1.2
H 0.447 -3.764 2.148 0.9 -0.9 -2.0
H 2.779 4.207 -3.765 1.7 -2.1 1.7
O 3.684 -2.254 -3.624 -1.5 2.0 0.9
H 3.003 -1.648 -3.197 0.5 -1.6 -0.5
H 4.254 -1.520 -3.881 0.8 -0.4 -0.5
O -3.664 1.970 -1.459 -2.4 -2.1 2.9
H -3.054 2.343 -1.993 2.8 2.1 -3.1
H -3.141 1.289 -0.984 -1.1 0.9 -0.3
O -4.192 1.921 5.280 -1.8 0.6 -0.7
H -4.669 1.265 4.760 -0.6 0.4 -0.2
H -3.468 1.381 5.465 2.4 -1.0 0.8
O 4.517 0.884 -1.471 4.2 -3.2 2.3
H 3.860 1.402 -1.780 -3.0 3.6 -1.2
H 5.137 1.290 -0.813 -1.0 -0.2 -1.6
O 1.098 -1.093 -5.016 1.3 -1.8 0.0
H 1.917 -1.699 -5.010 -1.6 1.4 -0.1
H 0.390 -1.703 -4.783 -0.1 0.0 -0.3
O 1.983 0.500 3.400 0.2 3.0 6.5
H 1.910 0.089 2.637 0.4 -3.0 -5.6
H 2.859 0.906 3.497 -0.3 -0.2 -0.2
O 2.491 -1.166 -0.997 4.0 0.6 1.8
H 3.384 -0.870 -1.436 -2.2 -0.4 0.7
H 3.020 -1.408 -0.101 -1.8 0.3 -2.5

12
Properties=species:S:1:pos:R:3:forces:R:3 method="wB97M-V/def2-TZVPD" homo_energy_ev="-8.53 / -8.41" gap_ev="8.13 / 7.96" de_lowest_kcal_mol=155.9 total_energy_ha=-693.08359
N -1.790 0.249 1.276 0.8 0.8 -1.1
N -1.583 -0.015 -0.036 0.0 -2.4 1.6
Si 1.868 -0.328 -0.121 -0.5 1.3 -2.7
Si -0.265 0.596 -0.959 0.9 -1.7 -2.0
H -0.968 0.305 1.890 -0.6 -0.3 -0.2
H -2.543 -0.334 1.537 -0.6 -0.3 1.2
H -0.903 -1.682 0.005 -0.9 2.3 -0.7
H 2.434 0.981 0.181 0.6 0.3 0.3
H 1.977 -1.151 1.039 -0.2 -0.8 0.7
H 2.653 -0.819 -1.354 -0.4 0.0 1.0
H -0.854 0.153 -2.387 1.1 0.4 1.4
H -0.026 2.045 -1.072 -0.3 0.3 0.3

12
Properties=species:S:1:pos:R:3:forces:R:3 method="wB97M-V/def2-TZVPD" homo_energy_ev=-8.71 gap_ev=9.16 de_lowest_kcal_mol=69.3 total_energy_ha=-693.22157
N -2.351 0.386 0.357 1.7 -1.4 1.5
N 0.579 0.496 -0.313 -0.6 3.0 -0.5
Si 2.222 -0.021 0.112 -1.3 1.9 0.2
Si -0.965 -0.241 -0.416 0.8 -2.0 1.4
H -3.051 0.875 -0.111 -1.3 0.6 -0.7
H -2.648 -0.181 1.153 -0.1 0.7 -0.3
H 0.481 1.545 -0.587 0.4 -2.3 0.6
H 3.121 1.239 0.329 -0.7 -1.1 -0.4
H 1.930 -0.637 1.389 0.6 -0.7 0.4
H 2.543 -0.800 -1.054 0.9 -0.7 -0.2
H -0.490 -2.219 0.953 -0.6 2.2 -1.7
H -1.372 -0.442 -1.811 0.2 -0.2 -0.2

12
Properties=species:S:1:pos:R:3:forces:R:3 method="wB97M-V/def2-TZVPD" homo_energy_ev="-5.94 / -10.14" gap_ev="6.51 / 7.49" multiplicity=3 de_lowest_kcal_mol=42.5 s_squared=2.01 total_energy_ha=-693.09176
N -0.586 0.609 -1.303 -1.1 -1.6 -2.2
N 0.885 -1.445 0.558 2.4 4.0 0.5
Si -0.276 2.021 -0.420 -0.9 0.7 0.1
Si 0.235 -2.914 0.788 -3.1 -6.1 0.2
H -0.249 0.564 -2.287 -0.2 0.0 1.2
H -1.504 0.113 -1.305 1.2 0.8 0.3
H 0.665 -0.640 1.111 -0.3 0.8 -0.1
H 0.769 1.777 0.503 1.3 0.0 0.7
H -0.061 3.235 -1.224 0.3 0.0 -0.2
H -1.387 2.328 0.465 -0.6 0.0 0.2
H -0.533 -3.865 1.830 1.2 1.6 -0.7
H 0.593 -3.662 -0.418 -0.1 -0.2 0.0

14
Properties=species:S:1:pos:R:3:forces:R:3 method="wB97M-V/def2-TZVPD" homo_energy_ev=-9.09 gap_ev=9.89 de_lowest_kcal_mol=33.0 total_energy_ha=-588.47177
N 1.423 -0.733 -0.632 1.8 0.3 -1.5
Si 1.584 0.703 0.947 1.0 -2.4 -0.5
O 0.126 0.715 1.366 -0.7 1.6 0.5
H 0.659 -1.365 -0.804 -1.3 0.1 0.9
H 1.343 -0.041 -1.374 -0.4 0.0 -0.2
H 2.186 -1.318 -1.008 0.3 0.6 0.8
H 2.669 1.495 0.274 -0.9 0.6 -0.3
H 2.462 -0.168 1.671 0.6 -0.5 0.9
H -2.262 -1.400 0.361 1.7 0.1 -0.9
N -1.352 -1.171 -0.217 -2.2 -2.3 1.6
N -1.355 0.000 -0.514 -0.1 1.0 -0.8
N -2.389 0.791 -0.229 0.2 1.7 -1.1
H -3.029 0.763 0.548 0.2 -1.1 0.6
H -2.066 1.729 -0.389 -0.2 0.2 0.1

13
Properties=species:S:1:pos:R:3:forces:R:3 method="wB97M-V/def2-TZVPD" homo_energy_ev=-14.34 gap_ev=10.80 de_lowest_kcal_mol=20.0 smiles="NP(N)(N)=[NH2+]" charge=+1 total_energy_ha=-564.96461
N -1.712 -0.212 -0.186 5.0 2.9 -1.7
P 0.216 -0.058 0.015 -5.3 -0.4 -1.6
N 0.062 1.568 -0.159 3.0 -0.7 1.2
N 1.020 -0.436 1.419 -1.8 -0.3 0.5
N 0.903 -0.969 -1.189 -0.5 1.3 2.0
H -2.265 -0.763 0.362 -1.4 -2.1 1.9
H -2.104 0.755 -0.193 0.5 -1.2 0.4
H 0.956 2.058 -0.088 -0.4 0.3 -0.2
H -0.521 1.909 -0.878 -0.7 0.4 -0.8
H 0.648 0.202 2.173 0.6 -1.0 -0.8
H 0.850 -1.446 1.702 0.5 1.6 -0.3
H 0.690 -0.765 -2.171 0.1 -0.8 0.7
H 1.256 -1.843 -0.805 0.2 0.0 -1.2

12
Properties=species:S:1:pos:R:3:forces:R:3 method="wB97M-V/def2-TZVPD" homo_energy_ev="0.99 / -6.65" gap_ev="2.14 / 9.65" multiplicity=2 de_lowest_kcal_mol=13.0 s_squared=0.75 charge=-1 total_energy_ha=-305.71383
O 0.220 -3.198 1.083 0.2 -0.1 -0.3
H 0.574 -3.181 1.973 0.2 0.1 0.3
H -0.661 -3.559 1.183 -0.4 0.0 0.0
O -1.450 2.072 0.361 -1.0 0.5 0.7
H -0.839 2.729 0.027 0.2 -0.1 -0.3
H -1.101 1.238 0.047 0.3 -0.2 -0.1
O 0.251 -0.315 0.365 -0.1 0.0 0.5
H 0.348 -1.261 0.471 -0.1 -0.5 0.1
H 0.420 -0.158 -0.564 0.2 0.4 -0.6
O 0.456 1.644 -1.532 -0.7 -0.7 0.3
H 1.284 1.819 -1.084 0.9 0.3 0.3
H 0.499 2.171 -2.330 0.1 0.5 -0.9

12
Properties=species:S:1:pos:R:3:forces:R:3 method="wB97M-V/def2-TZVPD" homo_energy_ev="1.04 / -6.48" gap_ev="2.73 / 10.13" multiplicity=2 de_lowest_kcal_mol=19.1 s_squared=0.75 charge=-1 total_energy_ha=-305.70415
O 1.133 -0.493 -1.032 1.3 -0.4 -0.2
H 0.518 -0.078 -1.637 -0.4 0.5 -0.1
H 0.615 -0.673 -0.248 -0.6 0.1 0.2
O 0.804 0.602 2.139 -0.1 -0.2 0.3
H 0.809 1.423 2.632 -0.1 0.3 0.1
H 1.640 0.599 1.672 0.2 0.0 -0.4
O -0.791 -1.636 0.701 -0.1 0.2 0.5
H -1.291 -2.007 -0.026 -0.2 0.0 -0.5
H -0.201 -2.339 0.971 0.2 -0.3 0.1
O -1.075 1.372 -1.369 0.0 -0.4 1.0
H -0.766 2.243 -1.619 0.2 0.7 -0.3
H -1.396 0.988 -2.185 -0.5 -0.3 -0.9

12
Properties=species:S:1:pos:R:3:forces:R:3 method="wB97M-V/def2-TZVPD" homo_energy_ev=-10.21 gap_ev=10.31 de_lowest_kcal_mol=19.3 smiles=O.O.O.O total_energy_ha=-305.74850
O 9.960 7.272 -19.561 0.1 -0.3 -1.0
H 10.908 7.395 -19.596 0.2 0.0 0.0
H 9.711 7.573 -18.687 0.0 0.3 0.4
O 9.327 7.844 -17.106 0.0 0.5 0.5
H 9.316 8.355 -16.297 0.1 0.2 0.0
H 8.783 7.080 -16.915 -0.2 -0.8 0.1
O 8.197 5.233 -16.185 0.7 -0.4 -0.2
H 7.564 5.829 -15.785 -0.4 0.3 0.4
H 7.670 4.667 -16.749 0.0 -0.2 -0.2
O 6.420 7.065 -15.543 -0.1 0.3 0.1
H 6.269 7.492 -14.700 0.0 0.2 0.3
H 5.585 6.646 -15.752 -0.3 -0.1 -0.2

12
Properties=species:S:1:pos:R:3:forces:R:3 method="wB97M-V/def2-TZVPD" homo_energy_ev=-9.88 gap_ev=9.90 de_lowest_kcal_mol=83.4 total_energy_ha=-305.64637
O 17.614 -10.240 -7.041 1.3 -6.3 1.8
H 17.699 -11.151 -6.761 -0.5 -0.5 0.2
H 18.457 -9.842 -6.822 0.8 0.1 0.0
O 18.560 -6.399 -6.645 1.4 1.9 0.4
H 18.912 -6.438 -5.756 0.2 0.2 0.1
H 17.735 -6.882 -6.599 0.3 0.1 -0.5
O 18.547 -9.307 -8.886 1.1 0.5 -1.6
H 18.444 -10.255 -8.794 0.0 0.1 -0.5
H 17.694 -8.949 -8.639 0.1 0.4 -0.6
O 17.136 -8.191 -6.905 -2.5 3.0 0.4
H 16.654 -8.128 -6.080 -0.5 -0.2 0.2
H 17.163 -9.129 -7.096 -1.8 0.7 0.2

12
Properties=species:S:1:pos:R:3:forces:R:3 method="wB97M-V/def2-TZVPD" homo_energy_ev=-11.61 gap_ev=12.53 de_lowest_kcal_mol=0.0 smiles=O.O.O.O total_energy_ha=-305.77921
O 0.561 -1.862 0.015 0.0 0.0 0.0
H -0.360 -1.522 0.000 0.0 0.0 0.0
H 0.611 -2.450 0.774 0.0 0.0 0.0
O 1.862 0.561 -0.015 0.0 0.0 0.0
H 1.522 -0.360 -0.001 0.0 0.0 0.0
H 2.450 0.611 -0.774 0.0 0.0 0.0
O -1.862 -0.561 -0.015 0.0 0.0 0.0
H -2.450 -0.611 -0.774 0.0 0.0 0.0
H -1.522 0.360 0.000 0.0 0.0 0.0
O -0.561 1.862 0.015 0.0 0.0 0.0
H -0.611 2.450 0.774 0.0 0.0 0.0
H 0.360 1.522 0.000 0.0 0.0 0.0

12
Properties=species:S:1:pos:R:3:forces:R:3 method="wB97M-V/def2-TZVPD" homo_energy_ev=-10.48 gap_ev=10.79 de_lowest_kcal_mol=19.7 smiles=O.O.O.O total_energy_ha=-305.74780
O 0.344 -0.429 -0.317 0.1 0.0 0.0
H -0.563 -0.157 -0.487 0.0 0.1 0.1
H 0.282 -1.046 0.422 -0.2 -0.1 -0.2
O -0.784 2.614 0.158 -0.1 0.0 0.0
H -1.719 2.840 0.168 0.0 0.1 0.0
H -0.519 2.602 1.082 0.0 0.0 0.0
O 1.965 -0.254 -2.808 0.0 0.1 0.0
H 1.409 -0.307 -2.018 0.0 -0.1 0.1
H 2.365 0.618 -2.763 0.0 0.0 0.0
O -0.831 -2.219 1.812 0.1 0.1 0.1
H -1.688 -2.357 2.228 0.0 0.0 -0.1
H -0.262 -1.904 2.523 -0.1 -0.1 0.1

Repeat the seventh record exactly.
12
Properties=species:S:1:pos:R:3:forces:R:3 method="wB97M-V/def2-TZVPD" homo_energy_ev="0.99 / -6.65" gap_ev="2.14 / 9.65" multiplicity=2 de_lowest_kcal_mol=13.0 s_squared=0.75 charge=-1 total_energy_ha=-305.71383
O 0.220 -3.198 1.083 0.2 -0.1 -0.3
H 0.574 -3.181 1.973 0.2 0.1 0.3
H -0.661 -3.559 1.183 -0.4 0.0 0.0
O -1.450 2.072 0.361 -1.0 0.5 0.7
H -0.839 2.729 0.027 0.2 -0.1 -0.3
H -1.101 1.238 0.047 0.3 -0.2 -0.1
O 0.251 -0.315 0.365 -0.1 0.0 0.5
H 0.348 -1.261 0.471 -0.1 -0.5 0.1
H 0.420 -0.158 -0.564 0.2 0.4 -0.6
O 0.456 1.644 -1.532 -0.7 -0.7 0.3
H 1.284 1.819 -1.084 0.9 0.3 0.3
H 0.499 2.171 -2.330 0.1 0.5 -0.9